[1]
The following is a DFT calculation (ωB97M-V/def2-TZVPD) of C32H57N7O3PPtSSi as an isolated structure in a non-equilibrium geometry.

XYZ file:
```
103
Properties=species:S:1:pos:R:3:forces:R:3
Pt 0.723 0.013 -0.220 -0.26 -0.27 -0.35
N 2.052 -6.777 4.426 -0.04 -0.28 -0.01
C 2.258 -5.464 4.024 -0.03 0.16 -0.12
C 3.256 -5.160 3.097 -0.09 -0.02 0.12
C 3.430 -3.859 2.665 0.08 0.05 -0.10
C 2.617 -2.854 3.154 0.11 0.71 -0.35
C 1.623 -3.143 4.069 -0.16 -0.12 0.19
C 1.431 -4.443 4.496 0.15 -0.01 -0.12
S 2.940 -1.157 2.619 0.60 -0.01 0.35
O 3.310 -0.387 3.783 -0.26 -0.17 -0.09
O 3.947 -1.251 1.594 -0.27 -0.23 -0.21
N 1.589 -0.579 1.919 1.14 -0.62 -0.98
C 0.619 -0.102 2.674 -1.15 0.70 1.09
N -0.293 0.670 2.028 0.30 -0.17 0.11
C -1.235 1.241 2.744 -0.13 0.06 0.34
C -1.345 1.066 4.116 -0.03 -0.04 0.02
C -0.428 0.187 4.677 -0.24 0.22 0.03
N 0.532 -0.384 3.987 -0.03 -0.06 0.01
H 2.843 -7.388 4.302 -0.10 -0.01 0.13
H 1.573 -6.892 5.305 0.11 -0.05 -0.04
H 3.888 -5.952 2.716 0.05 -0.03 -0.04
H 4.194 -3.591 1.952 0.09 -0.08 -0.13
H 1.016 -2.329 4.431 -0.04 -0.08 0.11
H 0.637 -4.674 5.195 -0.02 -0.02 0.06
H -1.938 1.869 2.206 -0.03 0.02 -0.08
H -2.109 1.551 4.700 -0.08 0.01 0.02
H -0.471 -0.093 5.727 -0.06 0.12 0.04
C 4.448 2.631 -2.199 -0.33 -0.06 0.01
C 3.658 1.791 -1.190 -0.31 -0.02 -0.03
C 4.136 0.340 -1.280 -0.24 -0.02 0.02
C 4.045 2.268 0.209 -0.19 0.03 -0.04
Si 1.677 1.810 -1.403 0.52 0.64 -0.82
C 0.933 3.573 -0.786 0.15 -0.44 0.01
C 0.954 3.590 0.743 0.05 -0.18 -0.08
C -0.537 3.678 -1.197 0.24 -0.16 -0.10
C 1.675 4.814 -1.286 0.03 -0.30 -0.06
C 1.230 1.608 -3.360 0.03 0.02 0.46
C 1.378 2.880 -4.193 0.03 -0.06 0.27
C 2.090 0.524 -4.004 0.04 0.09 0.23
C -0.215 1.123 -3.462 0.19 0.02 0.26
H 5.516 2.570 -1.967 0.08 -0.02 0.02
H 4.156 3.678 -2.165 0.01 0.18 -0.04
H 4.308 2.274 -3.216 0.04 0.00 -0.16
H 5.211 0.288 -1.090 0.16 0.03 0.02
H 3.949 -0.092 -2.257 -0.02 -0.14 -0.14
H 3.646 -0.264 -0.519 0.05 -0.12 -0.03
H 5.098 2.047 0.396 0.15 -0.03 0.00
H 3.469 1.745 0.966 -0.08 -0.01 0.24
H 3.909 3.341 0.319 -0.05 0.14 0.10
H 0.500 2.683 1.131 -0.05 -0.03 0.15
H 0.395 4.449 1.124 -0.08 0.17 0.02
H 1.964 3.650 1.130 0.16 0.01 0.15
H -1.072 2.780 -0.897 -0.23 -0.12 0.00
H -0.640 3.806 -2.270 -0.13 -0.01 -0.15
H -1.010 4.537 -0.715 -0.02 0.13 0.11
H 2.701 4.824 -0.928 0.16 0.05 0.03
H 1.186 5.718 -0.914 -0.09 0.10 0.07
H 1.690 4.864 -2.370 0.06 0.09 -0.17
H 2.382 3.289 -4.121 0.17 0.15 -0.04
H 0.671 3.642 -3.878 -0.05 0.17 -0.02
H 1.180 2.665 -5.246 -0.04 -0.07 -0.15
H 3.127 0.832 -4.099 0.18 -0.06 0.00
H 1.719 0.298 -5.006 -0.09 -0.02 -0.12
H 2.042 -0.384 -3.410 0.11 -0.25 0.04
H -0.905 1.901 -3.159 -0.25 0.05 0.06
H -0.362 0.257 -2.816 -0.20 -0.09 -0.04
H -0.457 0.830 -4.486 -0.04 -0.02 -0.21
C -2.533 -0.087 0.000 0.06 -0.13 -0.35
C -2.879 -0.969 -1.198 -0.38 0.21 0.21
C -3.424 -0.104 -2.351 0.20 -0.27 0.29
C -3.959 -2.000 -0.810 0.30 0.25 -0.08
O -1.750 -1.635 -1.673 0.25 0.05 -0.17
H -3.301 0.658 0.185 -0.18 0.16 0.07
H -1.575 0.411 -0.214 -0.38 0.11 0.11
H -2.407 -0.694 0.895 0.11 -0.01 0.11
H -4.424 0.258 -2.122 -0.14 0.14 0.03
H -3.461 -0.700 -3.258 -0.05 -0.11 -0.13
H -2.765 0.737 -2.528 0.11 0.20 -0.05
H -4.919 -1.511 -0.658 -0.13 0.03 0.09
H -3.680 -2.513 0.108 -0.02 -0.11 0.07
H -4.057 -2.730 -1.611 -0.04 -0.08 -0.07
C 1.107 -5.118 -0.335 0.14 -0.14 0.05
N 1.994 -4.230 -1.056 0.43 -0.72 -0.08
C 1.795 -4.445 -2.474 0.23 -0.14 0.01
N 0.431 -4.189 -2.895 0.18 -0.11 -0.08
C -0.479 -4.983 -2.092 -0.18 -0.41 -0.13
N -0.291 -4.886 -0.651 0.00 -0.14 0.00
C -0.751 -3.610 -0.141 -0.45 0.60 0.21
P -0.072 -2.122 -1.077 0.87 -0.95 -0.11
C 1.777 -2.844 -0.693 -0.51 0.71 0.18
C 0.106 -2.778 -2.825 -0.23 0.47 -0.22
H 1.263 -4.993 0.741 -0.03 -0.03 -0.05
H 1.346 -6.153 -0.617 0.03 0.11 0.09
H 2.038 -5.491 -2.712 0.00 0.16 0.07
H 2.468 -3.787 -3.029 -0.01 -0.04 -0.04
H -0.342 -6.036 -2.372 -0.06 0.07 0.00
H -1.496 -4.667 -2.331 -0.06 -0.13 0.00
H -0.446 -3.523 0.908 -0.02 0.04 -0.01
H -1.843 -3.609 -0.186 0.07 0.13 0.03
H 1.971 -2.734 0.378 0.01 0.05 -0.09
H 2.508 -2.239 -1.231 0.01 0.16 0.04
H 0.904 -2.218 -3.315 0.00 0.06 -0.01
H -0.818 -2.619 -3.383 0.11 0.14 0.13
```
Positions in Å, forces in eV/Å.

Computed properties:
LUMO energy (alpha / beta): 2.5 / 1.7 eV
HOMO level (alpha / beta): -0.1433 / -0.1562 Ha
Multiplicity: 3
DFT total energy: -3010.90990 hartree
Orbital gap (alpha / beta): 6.43 / 5.98 eV
Total charge: -1



[2]
The following is a DFT calculation (ωB97M-V/def2-TZVPD) of a 9-piece molecular cluster, C32H57NO26P2 overall in a non-equilibrium geometry.

XYZ file:
```
118
Properties=species:S:1:pos:R:3:forces:R:3
C -0.699 1.282 -5.153 0.10 0.29 1.54
C -1.532 0.012 -5.145 0.14 0.45 -0.22
O -2.671 0.070 -4.252 -0.57 0.34 -0.04
P -3.927 0.989 -4.601 -0.26 0.83 0.69
O -3.737 1.958 -5.684 0.06 -0.25 -0.14
O -5.116 -0.046 -4.785 0.72 -0.14 0.74
C -6.382 0.313 -5.351 -0.07 0.55 -1.14
C -7.111 1.424 -4.667 -0.92 0.78 0.75
O -4.240 1.685 -3.179 -0.68 -0.94 -0.95
C -3.557 2.886 -2.817 1.16 -0.53 0.19
C -3.649 3.038 -1.312 0.25 1.04 0.51
H -1.160 2.088 -5.717 0.21 -0.12 -0.30
H -0.606 1.643 -4.119 -0.38 -0.03 0.04
H 0.361 1.118 -5.352 -0.17 -0.19 -0.83
H -1.907 -0.163 -6.154 0.19 -0.49 0.06
H -0.954 -0.803 -4.715 -0.25 -0.02 -0.62
H -6.214 0.624 -6.386 0.19 -0.18 0.00
H -6.990 -0.588 -5.378 0.19 -0.12 0.15
H -7.919 1.816 -5.291 0.00 -0.42 -0.25
H -7.598 1.101 -3.744 0.26 0.03 0.10
H -6.537 2.330 -4.461 0.43 -0.33 0.04
H -2.507 2.760 -3.113 -0.01 0.02 0.18
H -3.897 3.740 -3.407 -0.43 -0.07 0.26
H -2.816 3.651 -0.952 -0.06 0.19 -0.20
H -4.546 3.557 -0.973 -0.15 -0.14 -0.18
H -3.556 2.132 -0.718 -0.20 -0.39 -0.57
C 4.539 -6.812 4.609 -0.15 1.00 0.83
C 4.627 -5.606 3.671 0.82 -1.34 0.12
O 3.375 -5.015 3.362 -0.53 -0.12 0.17
P 2.396 -4.502 4.534 1.01 1.47 -0.06
O 1.738 -5.455 5.419 0.18 -0.24 -0.28
O 1.422 -3.569 3.656 0.66 -0.55 0.69
C 0.558 -4.269 2.755 -0.63 -0.24 -0.88
C -0.298 -3.259 2.019 -0.10 0.09 -0.03
O 3.377 -3.488 5.329 -1.42 -0.64 -0.86
C 3.606 -2.139 4.846 0.30 -0.18 1.18
C 5.043 -1.844 5.212 0.39 0.15 -0.11
H 5.549 -7.186 4.781 -0.08 -0.42 -0.40
H 4.200 -6.525 5.609 -0.14 0.13 -0.11
H 3.815 -7.537 4.246 0.32 -0.25 -0.16
H 5.355 -4.874 4.022 -0.30 0.26 0.29
H 5.071 -6.014 2.761 -0.45 0.38 -0.40
H 1.131 -4.859 2.034 0.32 0.30 -0.01
H -0.062 -5.018 3.254 -0.01 0.35 0.49
H 0.289 -2.627 1.350 0.16 -0.18 0.04
H -1.041 -3.789 1.421 0.01 0.03 -0.01
H -0.835 -2.598 2.700 -0.04 -0.18 0.22
H 3.383 -2.025 3.788 0.04 -0.17 0.02
H 2.925 -1.528 5.443 0.02 0.26 -0.36
H 5.349 -0.839 4.919 -0.05 -0.04 -0.10
H 5.224 -1.937 6.284 -0.33 0.04 0.05
H 5.708 -2.580 4.756 -0.02 0.12 -0.25
O -3.844 -3.126 1.248 -0.24 -0.32 0.05
C -3.862 -2.841 0.095 0.19 0.83 0.85
O -3.772 -3.685 -0.926 0.39 -0.27 -0.77
C -3.714 -2.925 -2.139 0.10 0.27 -0.98
C -3.431 -1.501 -1.680 -1.13 0.20 0.03
O -3.940 -1.558 -0.346 0.52 0.32 0.29
H -2.912 -3.263 -2.795 -0.39 -0.35 0.30
H -4.654 -3.028 -2.678 -0.11 0.08 0.15
H -3.976 -0.721 -2.204 -0.11 -0.21 -0.10
H -2.379 -1.211 -1.715 -0.62 0.04 0.50
O 2.157 -3.169 -0.450 0.42 0.11 0.32
C 1.389 -2.953 -1.326 0.11 0.22 -1.03
O 0.116 -3.347 -1.336 -0.76 -0.18 1.10
C -0.594 -2.825 -2.432 1.21 0.03 -1.78
C 0.568 -2.363 -3.351 -1.00 -1.14 -1.22
O 1.680 -2.296 -2.479 0.42 -1.68 -0.03
H -1.121 -3.646 -2.909 -0.10 0.06 0.19
H -1.220 -1.962 -2.205 0.43 -0.99 0.13
H 0.343 -1.447 -3.894 0.62 -0.11 0.65
H 0.703 -3.093 -4.154 0.58 -0.39 0.31
O 1.188 5.522 5.945 -0.27 -0.18 -0.17
C 1.132 4.704 5.081 0.67 0.87 0.35
O 1.242 3.380 5.288 0.14 -0.26 -0.51
C 1.025 2.729 4.049 -0.93 -0.40 -1.21
C 1.155 3.822 2.971 0.16 -0.35 1.09
O 1.034 5.010 3.764 -0.01 -0.16 -0.22
H 1.709 1.918 3.808 0.22 -0.03 0.72
H -0.001 2.351 4.030 0.03 -0.18 0.25
H 0.354 3.793 2.238 0.08 0.13 -0.09
H 2.144 3.726 2.522 -0.03 0.55 -0.18
O 4.731 1.361 3.410 -0.49 0.07 0.22
C 4.391 0.658 2.516 1.33 -0.13 -0.76
O 3.213 0.070 2.345 -1.02 0.64 0.82
C 3.176 -0.728 1.185 0.94 0.40 -1.48
C 4.562 -0.510 0.527 -0.38 -0.04 0.58
O 5.218 0.335 1.485 0.51 -0.59 0.14
H 3.062 -1.758 1.511 -0.49 -0.04 -0.40
H 2.466 -0.334 0.458 -0.31 -0.63 0.78
H 4.625 0.049 -0.405 -0.57 -0.12 -0.04
H 4.951 -1.515 0.355 0.95 0.35 0.35
O 0.351 -0.490 -2.103 -0.63 2.37 1.32
C -0.053 -0.049 -1.072 -0.50 0.72 0.93
O -1.130 0.745 -0.942 1.03 0.53 -0.75
C -1.227 1.227 0.400 -2.65 -1.36 0.35
C -0.282 0.319 1.166 0.16 1.71 1.03
O 0.489 -0.310 0.149 -0.44 -0.14 -0.54
H -1.203 2.305 0.555 0.85 0.03 -0.59
H -2.265 0.953 0.628 0.13 0.19 0.47
H -0.768 -0.348 1.874 -0.05 -0.59 -0.60
H 0.309 0.984 1.802 0.71 -0.43 -0.24
O -1.411 5.105 0.985 -0.15 -0.71 0.07
C -1.293 6.283 0.922 0.48 0.69 0.39
O -2.122 7.114 0.277 -0.35 -0.03 -0.61
C -1.442 8.359 0.048 0.14 -0.37 0.08
C -0.466 8.355 1.205 -0.01 1.03 0.59
O -0.294 6.985 1.511 -0.04 -0.68 -0.50
H -0.925 8.310 -0.913 -0.13 -0.01 -0.04
H -2.167 9.165 0.049 0.02 0.00 0.08
H -0.891 8.839 2.090 0.08 0.04 -0.10
H 0.494 8.814 0.971 -0.01 -0.14 0.01
C 3.276 -0.184 -3.054 0.85 0.42 -0.29
C 3.553 0.834 -4.055 0.26 -0.01 -0.42
N 3.830 1.623 -4.843 -0.17 0.04 0.03
H 4.223 -0.378 -2.545 -0.15 0.05 0.21
H 2.985 -1.136 -3.490 -0.14 0.49 -0.06
H 2.537 0.233 -2.378 -0.09 -0.45 0.16
```
Positions in Å, forces in eV/Å.

Computed properties:
LUMO energy: 0.0 eV
HOMO level: -0.3787 Ha
Structure (SMILES): CCOP(=O)(OCC)OCC.CCOP(=O)(OCC)OCC.O=C1OCCO1.O=C1OCCO1.O=C1OCCO1.O=C1OCCO1.O=C1OCCO1.O=C1OCCO1.CC#N
DFT total energy: -3947.42092 hartree
Orbital gap: 10.28 eV



[3]
The following is a DFT calculation (ωB97M-V/def2-TZVPD) of a 10-piece molecular cluster, C32H58Cl8N6 overall in a non-equilibrium geometry.

XYZ file:
```
104
Properties=species:S:1:pos:R:3:forces:R:3
C -2.342 0.023 -4.504 1.42 0.37 0.59
C -1.001 0.821 -4.786 -2.26 -0.13 -0.91
C -0.218 0.265 -6.020 -0.21 0.02 0.86
C -0.963 -0.378 -7.128 -0.87 -0.44 -1.62
N -1.463 -0.904 -8.047 1.03 1.19 2.19
H -2.973 0.546 -3.786 0.27 0.14 0.34
H -2.080 -0.950 -4.089 -0.35 -0.25 -0.29
H -2.979 -0.023 -5.388 0.40 -0.37 -0.23
H -0.309 0.935 -3.952 -0.14 -0.54 0.02
H -1.421 1.817 -4.927 0.61 0.35 -0.60
H 0.396 -0.539 -5.614 0.23 0.10 -0.17
H 0.435 1.054 -6.394 -0.01 -0.16 -0.27
C -0.139 -5.161 -0.104 -0.15 1.20 0.30
C 0.186 -3.673 0.072 0.01 -0.61 0.61
C -0.309 -3.024 1.384 0.20 0.42 0.00
C 0.730 -2.851 2.383 0.33 -0.41 0.16
N 1.587 -2.695 3.130 0.11 0.07 0.19
H -1.227 -5.222 -0.142 0.07 -0.79 -0.13
H 0.303 -5.704 0.731 -0.28 -0.27 -0.05
H 0.356 -5.455 -1.030 -0.42 -0.40 -0.02
H -0.285 -3.093 -0.722 0.61 -0.09 -0.32
H 1.275 -3.702 0.075 0.04 1.06 -0.38
H -1.159 -3.517 1.855 -0.10 -0.11 -0.17
H -0.581 -1.986 1.189 -0.42 0.04 -0.19
C 2.948 0.700 4.859 -0.12 0.00 0.86
C 2.978 0.849 3.344 -0.62 1.29 0.05
C 3.691 2.121 2.754 1.37 0.03 0.82
C 3.349 3.525 3.132 -1.46 4.09 1.67
N 3.099 4.662 3.436 1.13 -5.43 -1.45
H 2.459 -0.230 5.152 -0.09 -0.25 -0.48
H 2.366 1.439 5.409 0.07 0.46 -0.32
H 3.914 0.621 5.357 0.31 0.26 -0.32
H 1.947 0.910 2.994 0.07 -0.63 -0.18
H 3.514 -0.029 2.985 -0.32 0.11 -0.53
H 3.884 2.148 1.681 -0.84 -0.39 -0.28
H 4.719 1.979 3.088 0.36 0.39 0.37
C -1.669 1.892 1.214 -1.05 0.00 -0.74
C -1.982 1.222 -0.160 1.35 0.19 0.68
C -0.697 1.243 -0.986 0.43 -0.45 0.07
C 0.457 0.706 -0.155 2.71 0.16 1.11
N 1.401 0.383 0.490 -3.57 0.87 -2.39
H -1.308 2.918 1.150 0.36 0.05 -0.61
H -0.928 1.336 1.789 -0.45 0.01 -0.04
H -2.615 2.041 1.736 0.11 -0.48 0.50
H -2.769 1.752 -0.697 -0.07 -0.20 0.02
H -2.205 0.161 -0.049 -0.60 0.10 0.38
H -0.586 2.242 -1.408 0.84 0.04 0.81
H -0.727 0.665 -1.909 -0.25 -0.55 0.16
C 4.208 -1.960 0.465 0.03 -0.07 0.30
C 5.260 -0.839 0.674 0.12 -1.15 -0.67
C 6.460 -1.289 1.490 0.08 0.07 1.28
C 6.073 -1.913 2.776 0.44 0.22 -0.94
N 5.791 -2.417 3.762 -0.20 -0.21 0.61
H 3.192 -1.572 0.542 0.05 0.00 -0.15
H 4.298 -2.761 1.199 -0.02 0.24 0.46
H 4.318 -2.518 -0.464 0.09 0.44 -0.37
H 4.833 0.057 1.125 -0.06 -0.10 -0.24
H 5.736 -0.630 -0.284 -0.49 0.65 -0.18
H 7.057 -0.420 1.764 0.15 0.08 -0.10
H 7.132 -1.961 0.956 -0.21 -0.17 -0.04
C -4.922 -0.757 -1.266 -1.13 -0.70 -1.14
C -4.525 -1.850 -2.314 0.29 -0.85 0.77
C -3.643 -2.887 -1.602 0.66 -0.80 0.54
C -2.856 -3.748 -2.479 -0.01 1.16 0.32
N -2.251 -4.391 -3.202 0.54 -0.72 -0.53
H -5.898 -1.020 -0.858 -0.01 -0.10 0.23
H -5.105 0.206 -1.743 0.39 0.08 0.07
H -4.235 -0.680 -0.423 0.16 0.09 -0.33
H -4.084 -1.504 -3.249 0.40 0.35 0.47
H -5.285 -2.540 -2.678 -1.00 0.82 0.09
H -4.177 -3.651 -1.037 -0.97 0.25 0.05
H -3.049 -2.478 -0.784 0.64 0.34 -0.41
Cl 1.247 -1.435 -2.730 -0.55 0.56 0.60
C 2.122 -2.501 -3.806 -0.47 -0.75 -1.03
C 1.221 -3.691 -4.296 0.38 1.53 -0.19
Cl -0.081 -3.019 -5.410 0.68 -0.60 0.71
H 3.032 -2.761 -3.265 -0.16 -0.54 -0.19
H 2.392 -1.893 -4.670 0.12 -0.17 0.00
H 0.729 -4.184 -3.457 0.01 -0.10 -0.27
H 1.800 -4.348 -4.945 -0.07 -0.13 0.36
Cl -3.348 4.394 4.184 0.48 0.43 -0.16
C -1.732 4.986 3.655 1.36 -1.13 0.36
C -0.559 4.211 4.371 -1.24 0.28 0.07
Cl -0.763 2.425 4.242 0.25 0.53 0.07
H -1.612 6.048 3.867 -0.30 -0.10 0.09
H -1.631 4.816 2.584 -0.30 0.04 0.06
H -0.577 4.425 5.439 0.03 0.04 -0.11
H 0.413 4.486 3.963 -0.12 -0.02 -0.14
Cl -2.413 -0.485 3.344 -0.48 0.19 -0.16
C -4.213 -0.247 3.171 0.71 -0.58 0.06
C -4.744 0.472 4.427 0.60 -0.58 -0.98
Cl -6.488 0.330 4.382 -1.01 0.17 0.00
H -4.527 -1.259 2.917 -0.53 -0.02 1.00
H -4.479 0.274 2.252 0.48 0.64 0.18
H -4.453 1.518 4.331 -0.06 -0.06 0.31
H -4.429 0.048 5.380 0.31 0.00 -0.35
Cl 1.885 3.852 0.220 -0.95 0.54 -0.95
C 0.796 4.990 -0.725 0.55 0.16 -0.40
C 1.048 5.013 -2.276 -0.04 -0.10 2.04
Cl 0.782 3.399 -2.981 0.33 0.38 -0.37
H 1.043 5.962 -0.296 0.03 0.08 -0.29
H -0.254 4.818 -0.488 0.16 -0.51 0.02
H 2.076 5.345 -2.414 -0.14 -0.22 -0.43
H 0.329 5.695 -2.729 0.18 -0.01 0.00
```
Positions in Å, forces in eV/Å.

Computed properties:
LUMO energy: 0.1 eV
Relative energy (zero: lowest compared OMol25 entry of this formula, charge and spin): 63.35 kcal per mole
HOMO level: -0.3932 Ha
Structure (SMILES): CCCC#N.CCCC#N.CCCC#N.CCCC#N.CCCC#N.CCCC#N.ClCCCl.ClCCCl.ClCCCl.ClCCCl
DFT total energy: -5264.04692 hartree
Orbital gap: 10.83 eV



The lowest DFT total energy belongs to which entry?
C32H58Cl8N6



What is the formula in the first record?
C32H57N7O3PPtSSi



DFT total energy of number 2 (C32H57NO26P2)?
-3947.42092 hartree



DFT total energy of number 2 (C32H57NO26P2)?
-3947.42092 hartree